The following is a DFT calculation (wB97M-V/def2-TZVPD) of one molecule with the formula C4H7NS in a non-equilibrium geometry.

Results
**ΔE to the lowest compared entry with this formula, charge and spin**: 67.6 kcal per mole
**LUMO**: -0.30 eV
**M**: 101.2 g mol⁻¹
**SMILES**: S=C1CCNC1

Each line ends with the Mulliken charge.
Positions of all 13 atoms, in Å:
S1 1.022 2.463 0.555  -0.253
C1 0.469 1.045 0.005  0.223
C2 -0.781 0.487 0.537  -0.605
C3 -1.031 -0.685 -0.339  -0.430
N1 0.283 -1.276 -0.306  -0.521
C4 1.145 -0.189 -0.507  -0.497
H1 -0.456 -0.029 1.507  0.257
H2 -1.499 1.361 0.483  0.318
H3 -1.644 -1.376 0.098  0.351
H4 -1.355 -0.240 -1.284  0.296
H5 0.478 -1.404 0.848  0.284
H6 1.284 0.266 -1.599  0.267
H7 2.083 -0.423 0.002  0.312